No. 1
A structure of composition C32H38Cl5RbSb. Source: OMol25; level of theory: ωB97M-V/def2-TZVPD.

Atoms and positions in Å:
C1 -1.770 2.701 1.702
H1 0.689 -5.129 1.513
H2 6.095 -0.690 -0.205
H3 1.627 4.309 1.375
C2 0.711 -2.902 3.004
H4 2.897 -1.887 1.471
H5 3.477 -0.243 3.745
C3 -2.112 1.003 3.540
C4 0.208 -1.422 -2.725
C5 2.758 -5.512 4.738
H6 -1.756 1.799 4.195
C6 0.162 -1.143 -5.157
H7 2.058 0.055 2.769
C7 2.644 -6.590 3.868
C8 1.954 3.262 1.369
C9 3.107 0.336 2.892
H8 5.583 -0.638 -1.893
H9 -3.029 0.588 3.960
H10 3.870 3.492 0.403
C10 0.501 -2.741 -2.964
H11 2.221 -3.470 5.131
C11 0.644 -3.310 -4.226
C12 -2.337 1.508 2.141
C13 -3.250 1.166 -0.085
H12 -3.550 -0.161 1.576
C14 0.470 -2.492 -5.341
H13 4.965 0.357 1.804
H14 4.480 -2.019 2.219
H15 5.814 1.773 -0.010
C15 2.131 -4.308 4.453
C16 2.298 3.595 -1.082
C17 0.044 -0.661 -3.857
H16 -1.196 3.302 2.400
H17 -4.798 -0.256 -0.562
H18 7.102 0.116 -1.406
H19 -1.081 5.086 0.782
C18 1.368 -4.147 3.290
H20 3.161 1.389 3.165
H21 1.792 -7.276 2.021
H22 3.136 -7.529 4.090
H23 -0.388 4.260 -0.610
H24 4.350 -1.815 0.469
C19 1.893 -6.444 2.708
C20 -3.090 0.762 1.238
H25 1.346 3.107 -1.310
H26 2.416 3.059 2.332
Cl1 -0.065 -0.120 -6.541
C21 -2.671 2.365 -0.491
Rb1 -0.126 -1.153 0.123
C22 -1.934 3.145 0.393
C23 3.938 0.008 1.653
H27 5.066 3.157 -1.897
H28 6.468 2.233 -2.430
C24 0.117 -1.838 2.810
C25 6.066 -0.065 -1.097
H29 3.338 -5.611 5.648
C26 -4.023 0.323 -1.065
H30 -1.364 0.201 3.530
H31 4.848 1.734 -2.921
Sb1 3.291 0.919 -0.221
C27 -1.316 4.441 -0.065
H32 -3.362 -0.380 -1.579
H33 2.936 3.461 -1.957
Cl2 0.631 -3.142 -6.935
C28 5.345 1.258 -0.854
Cl3 1.024 -4.989 -4.442
H34 -2.803 2.699 -1.516
H35 -1.987 4.980 -0.735
C29 2.905 3.018 0.200
Cl4 0.708 -3.812 -1.545
H36 -4.492 0.940 -1.831
H37 2.108 4.668 -0.970
C30 5.429 2.147 -2.091
H38 1.053 2.645 1.296
Cl5 -0.351 1.065 -3.651
C31 1.268 -5.240 2.421
C32 3.922 -1.509 1.426

**Lowest unoccupied orbital energy**: 0.0790 Eh
**Spin multiplicity**: 1
**ΔE to the lowest compared entry with this formula, charge and spin**: 0.046 eV
**Total charge**: -1
**HOMO**: -5.0031 eV

=====

No. 2
A structure of composition C32H38FN6O3Ru in a non-equilibrium geometry. Source: OMol25; level of theory: ωB97M-V/def2-TZVPD.

Atoms and positions in Å:
C1 -1.952 0.369 -0.850
H1 1.783 -8.140 0.033
C2 -0.953 5.150 0.872
H2 3.875 3.862 -1.533
H3 -3.932 -0.328 -1.215
C3 -2.911 -0.577 -0.957
O1 0.256 0.898 -0.250
C4 -1.390 -2.327 -0.450
C5 -0.363 -1.385 -0.278
C6 -2.004 1.844 -1.087
H4 -2.575 6.546 0.776
H5 -4.162 -2.646 -2.981
C7 2.831 4.136 -1.364
C8 0.929 -1.826 0.037
C9 2.523 2.321 0.144
F1 2.457 -3.539 0.400
H6 -1.193 5.492 4.680
C10 -0.627 0.020 -0.451
N1 0.076 -7.819 1.190
H7 1.794 1.037 -2.065
C11 1.687 -6.035 0.663
C12 -0.769 -7.607 -0.047
C13 -0.174 4.537 3.065
C14 1.523 -7.540 0.902
H8 0.660 5.928 -1.944
H9 -2.769 6.718 3.234
C15 -0.153 -6.455 -0.842
H10 2.121 -7.876 1.746
O2 -1.460 2.219 -2.177
H11 1.721 -1.100 0.178
C16 -1.914 5.974 1.412
C17 3.973 0.984 1.483
H12 1.161 6.034 -0.231
C18 -3.931 -3.420 -2.249
H13 -2.700 4.689 -1.084
H14 -1.777 -7.383 0.297
H15 3.280 1.900 -2.539
H16 -0.920 -5.984 -1.449
H17 3.573 1.005 3.582
C19 2.223 2.010 -2.288
H18 -1.882 -4.420 -0.423
H19 -2.163 6.369 -1.365
H20 2.777 4.782 -0.494
C20 -2.015 6.079 2.796
C21 3.593 1.465 0.230
C22 1.190 -3.155 0.147
C23 -1.091 -3.694 -0.315
H21 -3.006 -3.907 -2.562
H22 1.881 -5.535 1.610
H23 0.496 4.016 3.729
C24 -1.134 5.384 3.605
H24 2.559 -5.888 0.021
H25 -1.631 5.067 -2.446
H26 0.604 -6.832 -1.539
H27 -0.120 7.084 -0.849
H28 -0.052 -8.764 1.554
Ru1 -0.084 3.028 -0.721
H29 4.140 1.168 -0.656
C25 2.193 2.247 2.526
H30 -0.779 -8.539 -0.609
N2 -0.683 5.063 -0.572
H31 4.817 0.313 1.569
H32 -0.240 -7.170 1.912
N3 2.042 2.904 -1.119
H33 2.451 4.647 -2.244
O3 -2.210 2.634 -0.130
H34 -4.736 -4.154 -2.273
C26 3.276 1.377 2.610
H35 1.658 2.503 3.425
H36 -3.688 -3.596 -0.094
C27 -0.105 4.372 1.687
N4 -2.671 -1.894 -0.741
C28 -1.880 5.317 -1.417
C29 0.328 6.091 -0.922
C30 -3.804 -2.828 -0.856
H37 -4.698 -2.269 -0.585
C31 1.799 2.726 1.285
C32 0.189 -4.138 -0.028
N5 0.713 3.526 0.935
H38 1.706 2.448 -3.139
N6 0.444 -5.514 0.093

**Lowest unoccupied orbital energy (alpha / beta)**: -0.1844 / -0.1918 Eh
**<S²>**: 0.7598
**Spin multiplicity**: 2
**ΔE to the lowest compared entry with this formula, charge and spin**: 0.000 eV
**Total charge**: +2
**HOMO (alpha / beta)**: -11.4578 / -11.7851 eV

=====

No. 3
A structure of composition C32H38N5NaS2. Source: OMol25; level of theory: ωB97M-V/def2-TZVPD.

Atoms and positions in Å:
C1 -2.821 -3.028 -1.718
H1 3.238 -1.296 4.925
C2 -1.565 -2.424 -1.489
H2 -1.727 0.991 1.632
H3 -3.128 0.496 -0.702
C3 3.503 3.791 3.191
H4 -0.723 2.540 3.672
H5 -0.164 -5.146 0.039
H6 -1.675 -1.266 0.792
H7 -2.601 -1.528 -6.129
H8 -1.671 -1.177 4.676
C4 -2.798 0.478 -5.380
C5 4.279 3.836 2.041
C6 -0.241 1.857 2.950
N1 0.261 2.568 1.787
C7 2.183 3.378 3.091
H9 0.803 -1.582 -2.296
H10 3.915 4.071 4.154
H11 -4.114 -4.721 -1.506
C8 -1.221 0.741 2.567
H12 -0.830 -2.485 1.737
C9 -2.165 -5.081 -0.675
H13 1.897 -1.721 6.954
H14 1.919 -2.973 -2.240
H15 5.319 4.143 2.102
C10 3.732 3.486 0.820
H16 1.576 3.341 3.990
H17 -2.381 -6.091 -0.347
H18 -0.203 4.149 0.518
H19 -2.287 -1.718 2.405
H20 4.343 3.494 -0.074
H21 -1.998 0.651 3.347
C11 -1.849 -0.597 -2.911
H22 1.934 -4.353 -0.090
C12 -0.907 -4.529 -0.451
N2 -1.344 -1.104 -1.759
C13 -0.615 3.658 1.398
N3 -1.925 1.647 -1.947
C14 -1.375 -1.546 1.806
H23 -1.192 3.501 -1.403
H24 -1.770 -2.439 -4.018
N4 0.688 -2.680 -0.531
H25 -0.833 3.026 -3.050
H26 -3.582 -2.431 -2.207
H27 2.244 -1.516 -1.256
S1 2.587 -0.650 2.272
C15 0.154 -0.936 3.583
C16 -3.123 -4.318 -1.319
H28 0.941 -3.738 1.258
H29 -0.720 4.403 2.208
C17 -2.981 1.545 -0.963
H30 -3.939 1.957 -1.331
C18 -2.611 1.288 -4.264
N5 -0.510 -0.520 2.372
C19 1.404 -1.522 6.007
H31 -2.705 2.097 -0.062
H32 -2.849 2.344 -4.344
H33 0.603 1.388 3.451
C20 -1.601 3.014 -2.280
C21 -0.585 -1.206 4.726
C22 -2.136 0.792 -3.061
C23 -0.578 -3.234 -0.839
C24 2.393 3.081 0.686
Na1 0.567 0.328 0.083
H34 -2.472 3.603 -2.626
C25 1.514 -3.443 0.379
C26 2.157 -1.284 4.875
C27 1.572 -0.980 3.621
C28 0.013 -1.503 5.941
C29 -2.029 -1.389 -4.078
C30 1.456 -2.164 -1.650
H35 -1.611 3.278 1.157
H36 -3.168 0.895 -6.310
H37 -0.592 -1.693 6.820
C31 -2.488 -0.869 -5.273
S2 1.738 2.731 -0.885
H38 2.331 -2.813 0.725
C32 1.623 3.014 1.874

**Lowest unoccupied orbital energy**: 0.1420 Eh
**Spin multiplicity**: 1
**Total charge**: -2
**HOMO**: -1.1601 eV

=====

No. 4
A structure of composition C32H39AsLiN6Si2 in a non-equilibrium geometry. Source: OMol25; level of theory: ωB97M-V/def2-TZVPD.

Atoms and positions in Å:
C1 0.898 1.964 -1.377
H1 -2.152 0.689 -1.760
H2 -0.317 -5.322 1.706
As1 -0.888 -0.131 1.626
Li1 0.579 -0.929 -0.563
C2 -0.675 -3.805 0.261
H3 4.312 0.777 0.037
H4 -2.735 2.974 -1.865
H5 -0.179 3.372 0.874
H6 -3.586 1.241 -0.050
H7 -2.710 -0.126 -5.880
C3 -1.063 5.113 -1.958
Si1 -2.033 1.929 1.882
C4 4.030 -4.027 0.415
N1 -0.533 -2.249 -1.622
C5 1.930 1.311 3.558
C6 -1.127 -1.769 -2.730
H8 -1.750 -4.206 -2.905
H9 0.760 -2.409 4.054
C7 5.013 -1.854 0.311
C8 3.440 0.065 -0.159
H10 -0.792 -7.172 0.095
H11 -0.303 7.088 -2.309
N2 -1.739 2.755 -1.801
H12 2.748 0.972 4.204
C9 -0.885 -6.156 -0.250
C10 -1.410 -4.476 -1.942
H13 -0.293 0.166 -5.429
C11 -2.352 -0.378 -4.925
H14 -0.549 1.355 5.556
C12 1.585 4.316 -2.035
H15 -1.601 -6.485 -2.306
H16 -3.286 3.089 3.571
H17 2.243 -1.515 4.265
H18 1.642 -1.857 2.608
C13 -2.644 2.203 3.675
C14 -0.856 -3.459 -1.113
C15 -0.096 0.373 5.350
C16 2.809 -3.500 0.138
H19 -0.462 -3.068 1.115
C17 -0.948 -0.333 -4.756
H20 2.561 3.862 -2.192
H21 -4.221 -1.044 -4.253
H22 0.733 -1.089 -3.598
C18 -0.033 6.059 -2.120
C19 1.278 5.632 -2.204
C20 -0.593 -5.098 0.645
H23 1.958 -4.184 0.042
C21 0.578 3.361 -1.824
H24 -3.951 2.937 0.452
C22 -2.553 -1.670 -2.892
N3 2.284 0.386 -0.488
H25 -3.232 1.326 4.104
H26 5.805 -1.130 0.361
C23 -1.119 3.524 1.373
H27 -2.094 5.476 -2.046
N4 2.072 1.703 -0.881
Si2 0.583 0.056 3.620
H28 -0.887 -0.352 5.638
H29 6.166 -3.519 0.680
C24 -3.621 1.947 0.755
C25 -3.138 -1.070 -4.061
C26 -0.763 3.723 -1.855
H30 -1.766 4.198 0.780
H31 -3.236 -2.176 -2.124
H32 2.189 1.482 2.515
C27 3.667 -1.431 0.023
N5 -0.158 1.082 -1.473
H33 4.163 -5.044 0.624
H34 1.424 2.288 3.853
C28 1.350 -1.633 3.645
C29 -1.315 -5.810 -1.512
H35 2.052 6.320 -2.359
H36 0.746 0.339 6.146
H37 -1.790 2.443 4.314
H38 -4.440 1.584 1.349
N6 2.597 -2.187 0.005
C30 -0.368 -1.101 -3.688
C31 -1.375 1.445 -1.674
C32 5.154 -3.204 0.444
H39 -0.732 4.041 2.311

**Lowest unoccupied orbital energy**: 0.0726 Eh
**Spin multiplicity**: 1
**ΔE to the lowest compared entry with this formula, charge and spin**: 0.672 eV
**Total charge**: -1
**HOMO**: -3.0636 eV